# 1
{
  "formula": "C3H3Li2NiO3",
  "method": "wB97M-V/def2-TZVPD",
  "spin_multiplicity": 3,
  "e_tot_ev": -50745.14426,
  "total_charge": 1,
  "de_lowest_kcal_mol": 0.0,
  "symbols": ["O", "C", "C", "O", "C", "Li", "H", "H", "H", "Li", "Ni", "O"],
  "xyz": [[-0.339, 0.160, 0.195], [0.468, 1.243, -0.074], [0.087, -0.799, 1.109], [-0.056, 1.859, -1.034], [0.381, -2.043, 0.748], [0.604, 3.370, -1.939], [0.089, -0.417, 2.129], [0.692, -2.750, 1.516], [0.401, -2.366, -0.295], [2.197, 1.270, 1.205], [-1.693, 0.638, -1.270], [-2.831, -0.166, -2.291]],
  "atomic_forces_ev_per_a": [[0.62, 0.72, -0.21], [0.19, -0.45, 0.21], [0.32, -0.58, 0.40], [0.71, 0.65, 0.52], [0.36, 0.55, 0.06], [-0.46, -0.39, -0.02], [-0.14, -0.29, -0.05], [-0.19, 0.16, -0.20], [-0.28, 0.13, 0.34], [-0.16, -0.15, -0.10], [-1.61, -1.03, -1.67], [0.64, 0.69, 0.71]]
}

***

# 2
{
  "formula": "C26H25ClF3N5O3",
  "method": "wB97M-V/def2-TZVPD",
  "e_tot_ev": -61637.82613,
  "total_charge": 0,
  "smiles": "CC(C)(O)CC(=O)NCCn1ccc2ncnc(Nc3ccc(Oc4cccc(C(F)(F)F)c4)c(Cl)c3)c21",
  "symbols": ["C", "H", "H", "H", "C", "C", "H", "H", "H", "C", "C", "O", "N", "H", "C", "H", "H", "C", "N", "C", "C", "C", "N", "C", "N", "C", "N", "C", "C", "C", "C", "C", "C", "H", "H", "O", "C", "C", "C", "C", "C", "C", "H", "H", "H", "C", "F", "F", "F", "H", "Cl", "H", "H", "C", "H", "H", "H", "H", "H", "H", "H", "O", "H"],
  "xyz": [[-5.061, 5.504, -1.180], [-5.245, 5.193, -0.156], [-5.716, 4.932, -1.837], [-5.310, 6.559, -1.271], [-3.594, 5.283, -1.554], [-2.683, 6.043, -0.590], [-1.644, 5.945, -0.894], [-2.943, 7.098, -0.596], [-2.793, 5.653, 0.416], [-3.282, 3.770, -1.519], [-1.819, 3.434, -1.733], [-1.199, 2.683, -0.998], [-1.261, 3.990, -2.824], [-1.758, 4.755, -3.267], [0.136, 3.780, -3.116], [0.357, 4.192, -4.102], [0.327, 2.702, -3.136], [1.052, 4.430, -2.056], [2.432, 4.152, -2.325], [3.237, 5.018, -3.010], [4.465, 4.476, -3.231], [4.432, 3.179, -2.664], [5.399, 2.254, -2.618], [5.053, 1.151, -2.008], [3.883, 0.866, -1.451], [2.893, 1.753, -1.470], [1.704, 1.413, -0.878], [1.395, 0.281, -0.136], [2.312, -0.720, 0.180], [1.915, -1.808, 0.935], [0.608, -1.930, 1.399], [-0.301, -0.924, 1.091], [0.083, 0.162, 0.334], [-0.637, 0.931, 0.105], [-1.313, -1.000, 1.459], [0.282, -2.995, 2.213], [-0.822, -3.734, 1.953], [-1.285, -4.540, 2.992], [-2.385, -5.354, 2.786], [-3.043, -5.378, 1.562], [-2.569, -4.583, 0.534], [-1.468, -3.766, 0.718], [-1.098, -3.161, -0.095], [-3.060, -4.602, -0.427], [-3.901, -6.015, 1.420], [-2.912, -6.194, 3.913], [-3.387, -7.381, 3.499], [-1.995, -6.460, 4.854], [-3.938, -5.591, 4.552], [-0.771, -4.523, 3.940], [3.059, -3.043, 1.313], [3.326, -0.645, -0.175], [0.913, 2.037, -0.985], [3.136, 2.990, -2.106], [5.798, 0.369, -1.942], [5.299, 4.926, -3.728], [2.867, 5.988, -3.282], [0.775, 4.070, -1.062], [0.911, 5.516, -2.076], [-3.858, 3.266, -2.301], [-3.582, 3.356, -0.557], [-3.346, 5.805, -2.859], [-4.100, 5.601, -3.423]],
  "atomic_forces_ev_per_a": [[0.32, 0.03, -0.14], [-0.05, -0.06, 0.11], [-0.09, -0.08, -0.05], [-0.01, 0.08, 0.00], [-0.23, -0.25, 0.61], [-0.20, -0.09, -0.35], [0.14, 0.01, 0.01], [-0.02, 0.10, 0.02], [0.00, -0.05, 0.13], [0.05, 0.20, 0.08], [-0.46, 0.22, -0.34], [0.21, -0.29, 0.29], [0.16, 0.28, -0.19], [-0.05, -0.17, 0.05], [0.23, -0.10, 0.32], [0.01, -0.06, 0.05], [0.06, 0.12, -0.09], [-0.56, -0.12, -0.14], [-0.03, 0.17, 0.05], [0.26, 0.06, -0.08], [-0.09, 0.05, -0.03], [-0.83, -0.19, 0.34], [0.46, 0.03, -0.17], [0.33, 0.10, -0.16], [-0.58, 0.07, 0.14], [0.22, -0.08, -0.07], [-0.20, 0.71, -0.30], [-0.02, -0.70, 0.39], [0.05, 0.03, 0.00], [-0.59, -0.11, 0.20], [0.21, 0.18, -0.20], [0.20, -0.19, 0.17], [0.04, -0.01, -0.03], [-0.06, 0.06, -0.01], [-0.09, 0.01, 0.02], [0.31, 0.28, 0.11], [-0.61, -0.46, -0.14], [0.07, 0.13, -0.15], [0.03, 0.00, -0.06], [0.05, -0.02, 0.09], [-0.11, -0.10, 0.12], [0.33, 0.16, 0.09], [0.01, 0.02, -0.05], [-0.03, 0.00, -0.10], [-0.07, -0.06, -0.02], [-0.25, -0.13, 0.29], [0.01, -0.07, -0.25], [0.28, 0.10, 0.00], [-0.05, 0.18, -0.07], [0.05, 0.00, 0.09], [0.15, -0.10, 0.01], [-0.09, -0.12, 0.10], [0.11, 0.00, -0.05], [0.84, -0.24, -0.19], [0.09, -0.06, 0.00], [0.16, 0.14, -0.11], [-0.11, 0.15, -0.02], [0.04, 0.15, -0.12], [0.03, -0.12, 0.07], [-0.05, 0.01, 0.03], [0.05, -0.02, -0.04], [0.00, 0.24, -0.29], [0.00, 0.01, 0.01]]
}

***

# 3
{
  "formula": "C6H16",
  "method": "wB97M-V/def2-TZVPD",
  "e_tot_ev": -6480.94594,
  "total_charge": 0,
  "de_lowest_kcal_mol": 16.4,
  "smiles": "CCC.CCC",
  "symbols": ["C", "C", "C", "H", "H", "H", "H", "H", "H", "H", "H", "C", "C", "C", "H", "H", "H", "H", "H", "H", "H", "H"],
  "xyz": [[2.188, -0.200, 0.036], [1.706, -0.302, 1.493], [1.865, -1.531, -0.696], [3.272, -0.086, -0.014], [1.672, 0.656, -0.410], [0.739, -0.780, 1.614], [2.548, -0.774, 2.010], [2.578, -1.772, -1.483], [0.904, -1.494, -1.218], [1.637, 0.685, 1.960], [1.834, -2.279, 0.097], [-1.427, 1.008, 0.026], [-2.389, -0.092, 0.550], [-1.670, 1.332, -1.436], [-1.694, 1.902, 0.604], [-0.421, 0.659, 0.276], [-2.476, -0.148, 1.636], [-1.553, 2.401, -1.588], [-1.187, 0.618, -2.101], [-2.720, 1.160, -1.731], [-3.411, 0.073, 0.204], [-1.993, -1.036, 0.171]],
  "atomic_forces_ev_per_a": [[-0.91, -0.56, -0.25], [1.39, 0.87, 0.02], [-0.22, 0.79, 0.01], [-0.13, 0.48, 0.19], [0.42, -0.12, -0.38], [0.12, -0.37, 0.00], [-0.69, -0.52, 0.41], [0.23, -0.13, 0.24], [-0.13, -0.04, 0.37], [-0.10, 0.04, -0.12], [0.06, -0.45, -0.46], [-1.53, -0.27, 1.18], [0.37, 0.06, -0.42], [-1.06, -0.53, -0.12], [0.57, -0.01, 0.00], [-0.02, 0.56, -0.27], [0.43, 0.03, 0.05], [0.79, -0.14, -0.65], [0.74, 0.59, -0.22], [0.02, 0.08, 0.57], [0.11, -0.10, -0.25], [-0.47, -0.26, 0.10]]
}

***

# 4
{
  "formula": "C31H34AlBCl3Cs2F6MgN8O8S2",
  "method": "wB97M-V/def2-TZVPD",
  "e_tot_ev": -150307.97465,
  "total_charge": 3,
  "symbols": ["N", "C", "N", "C", "C", "N", "C", "O", "F", "C", "O", "F", "C", "C", "C", "C", "S", "C", "N", "N", "C", "O", "C", "C", "C", "C", "Cl", "C", "N", "C", "C", "C", "C", "O", "N", "C", "C", "C", "C", "C", "C", "H", "H", "H", "H", "H", "H", "H", "H", "H", "H", "H", "H", "H", "H", "H", "H", "H", "H", "H", "H", "H", "H", "H", "H", "Cl", "Cs", "C", "C", "N", "H", "H", "H", "Mg", "B", "F", "F", "F", "F", "C", "O", "O", "O", "H", "C", "S", "O", "C", "H", "H", "H", "H", "H", "H", "Cs", "Cl", "Al"],
  "xyz": [[0.061, 2.084, 1.276], [-0.541, 0.791, 0.928], [-1.372, 0.749, -0.248], [-1.912, -0.551, -0.518], [-2.790, -0.678, -1.819], [-2.968, 0.555, -2.622], [-1.744, 0.948, -3.366], [-1.244, 2.122, -3.118], [-1.182, 0.046, -4.339], [-4.182, 0.520, -3.484], [-4.324, -0.115, -4.534], [-5.300, 1.370, -3.070], [-3.464, -2.080, -2.176], [-3.247, -3.338, -1.273], [-3.949, -4.705, -1.724], [-5.559, -4.528, -1.504], [-5.903, -3.597, 0.065], [-6.263, -1.816, -0.368], [-5.860, -0.668, 0.427], [-6.294, 0.519, -0.134], [-6.983, 0.054, -1.309], [-6.985, -1.345, -1.527], [-2.366, -3.159, 0.017], [-2.169, -4.450, 0.981], [-0.639, -4.950, 1.100], [0.258, -4.614, -0.209], [-0.433, -5.340, -1.746], [-1.648, -1.767, 0.429], [-0.823, -1.795, 1.637], [-0.280, -0.492, 1.814], [0.721, -0.314, 3.085], [2.237, -0.251, 2.440], [3.014, 1.132, 2.762], [3.233, 1.423, 4.046], [3.500, 2.145, 1.764], [4.553, 1.596, 0.828], [4.089, 1.333, -0.659], [5.053, 0.792, -1.755], [6.564, 0.507, -1.441], [7.040, 0.750, 0.043], [6.084, 1.294, 1.169], [-0.532, 2.780, 0.776], [-0.127, 2.170, 2.304], [-4.137, -2.222, -3.094], [-3.524, -5.647, -1.239], [-3.801, -4.845, -2.865], [-5.899, -3.865, -2.394], [-6.129, -5.528, -1.564], [-7.452, 0.822, -2.017], [-2.488, -4.112, 2.036], [-2.855, -5.327, 0.716], [-0.563, -6.060, 1.375], [-0.162, -4.337, 1.962], [0.497, -3.485, -0.293], [1.274, -5.140, -0.027], [0.691, -1.290, 3.706], [0.468, 0.620, 3.693], [2.171, -0.506, 1.318], [2.846, -1.101, 2.933], [2.727, 2.603, 1.248], [3.008, 1.539, -0.960], [4.636, 0.605, -2.799], [7.255, 0.132, -2.271], [8.153, 0.508, 0.243], [6.507, 1.483, 2.237], [1.329, 3.140, -0.552], [-0.887, 2.583, -5.388], [-8.715, -0.321, 2.666], [-9.251, -1.188, 3.720], [-9.672, -1.869, 4.547], [-9.040, 0.715, 2.792], [-7.621, -0.319, 2.663], [-9.040, -0.645, 1.674], [-3.901, 2.019, -1.240], [5.585, -3.103, 2.816], [6.103, -3.871, 3.901], [4.159, -2.950, 2.966], [6.198, -1.801, 2.814], [5.871, -3.761, 1.576], [10.527, 0.977, -1.206], [10.089, 1.588, -0.192], [11.866, 0.845, -1.163], [9.926, 0.492, -2.187], [11.931, 1.317, -0.307], [1.504, 8.690, -0.878], [0.900, 6.990, -0.836], [1.718, 6.199, -1.806], [-0.689, 7.338, -1.625], [2.513, 8.708, -0.465], [1.528, 9.052, -1.908], [0.853, 9.323, -0.273], [-0.528, 7.784, -2.608], [-1.268, 8.016, -0.995], [-1.232, 6.398, -1.738], [5.241, 1.071, 4.136], [-3.317, -2.010, 1.780], [8.770, -1.383, 0.427]],
  "atomic_forces_ev_per_a": [[-4.68, -3.95, -0.31], [-0.58, 0.50, -0.44], [0.38, -3.21, 2.27], [-0.62, 1.99, -1.69], [0.53, -4.19, 3.15], [-0.78, -0.44, -0.84], [2.64, 3.96, 1.24], [-3.41, -8.32, 1.48], [-2.07, 2.34, 3.58], [-1.47, -2.80, -5.49], [0.87, 3.20, 5.24], [3.34, -1.17, 0.29], [1.88, -1.09, 3.10], [0.93, 3.92, -0.85], [-0.41, 0.59, -0.38], [0.70, 0.62, -1.90], [-1.01, 1.53, -0.50], [0.90, 3.70, 1.09], [-0.70, -4.10, -2.08], [-2.11, -4.43, -5.17], [1.35, 1.32, 1.91], [1.41, 2.87, 3.22], [-0.99, -0.80, -0.43], [0.48, -0.01, 0.64], [0.71, 1.10, -0.34], [1.11, -0.68, 1.83], [0.26, 0.80, 0.99], [-2.56, -1.77, 0.79], [2.02, 6.33, -3.19], [0.10, -1.94, 0.86], [0.14, -0.68, -1.42], [0.60, 0.09, 0.15], [-2.24, 1.85, 2.92], [-10.15, -0.28, -7.49], [1.35, -2.66, 0.89], [1.97, -1.58, -3.66], [3.45, -1.10, 0.56], [1.43, 0.69, 3.62], [-3.12, 1.33, 3.07], [-3.55, 0.47, -1.45], [-1.28, -0.37, -3.07], [1.15, -0.36, 0.49], [1.06, 0.23, -0.71], [1.25, 0.42, 1.40], [-0.54, 1.61, -0.46], [-0.05, 0.30, 1.90], [0.22, -1.22, 1.58], [0.84, 1.70, 0.43], [0.41, -1.94, 0.92], [0.68, -0.88, -1.91], [0.94, 1.60, -0.09], [-0.35, 1.67, -0.58], [-0.67, -1.17, -1.46], [-0.71, -1.83, -0.22], [-1.71, 0.95, -0.52], [-0.33, 1.86, -0.93], [0.33, -1.48, -0.71], [0.46, 0.73, 1.67], [-0.75, 1.18, -0.80], [0.43, -0.36, 0.09], [1.87, -0.30, 0.67], [0.75, 0.35, 1.65], [-0.87, 0.69, 1.54], [-1.99, 1.88, -0.19], [-0.38, -0.28, -3.15], [-0.14, 0.38, -0.32], [1.60, 2.53, -5.40], [0.13, 0.22, -0.20], [-0.07, -0.10, 0.10], [0.26, 0.31, -0.43], [-0.09, -0.18, 0.15], [-0.10, -0.13, 0.19], [-0.13, -0.12, 0.19], [-0.03, -0.47, 1.03], [0.38, -1.55, 0.33], [-0.61, 1.04, -1.11], [0.58, 0.39, -0.15], [-0.27, 0.08, -0.10], [-0.25, 0.89, 0.85], [0.60, -0.27, -0.93], [-1.58, -0.52, 0.13], [-0.13, 0.24, 0.45], [-0.68, 0.01, 0.97], [1.34, -0.14, -0.17], [0.05, 0.05, -0.03], [0.28, 0.04, -0.16], [-0.42, 0.19, 0.09], [-0.07, 0.07, -0.12], [-0.11, -0.12, -0.01], [-0.02, -0.12, 0.03], [0.01, -0.09, 0.01], [0.07, -0.01, 0.06], [0.05, -0.03, -0.01], [0.12, -0.01, 0.08], [10.90, -2.02, 3.21], [-0.86, 1.16, -1.43], [0.33, -0.73, -0.06]]
}